(1)
{
  "formula": "C4H9NO2",
  "method": "wB97M-V/def2-TZVPD",
  "species": ["O", "O", "N", "C", "C", "C", "C", "H", "H", "H", "H", "H", "H", "H", "H", "H"],
  "positions_angstrom": [[-0.946899, 0.371009, -1.442410], [0.594980, -1.458605, 1.449210], [0.982577, -0.313608, 1.110521], [0.931656, 0.821679, 1.782773], [-0.114234, -0.686088, -1.373550], [1.450062, -0.300841, -0.217897], [-1.940869, 0.493298, -0.437776], [0.617882, 0.677859, 2.726635], [-0.477754, -1.495481, -0.904252], [1.043262, 1.865778, 1.351549], [-2.749140, 0.972847, -0.727113], [1.812372, 0.606996, -0.714840], [1.959701, -1.235317, -0.534331], [-1.446438, 1.068754, 0.443592], [0.258302, -0.859181, -2.408062], [-1.975460, -0.529099, -0.104049]],
  "atomic_forces_ev_per_a": [[-0.61, 1.51, -1.28], [-0.15, -0.23, 1.35], [0.38, 1.93, -0.84], [0.58, 0.22, -2.82], [3.99, 3.41, -0.42], [-2.25, -1.41, -5.19], [6.45, -1.76, 3.58], [-1.19, -0.08, 3.21], [-1.37, -3.06, 1.66], [0.31, -1.99, 0.25], [-3.89, 1.85, -1.77], [0.08, -0.12, 0.94], [0.09, 0.86, 0.91], [-1.10, -0.73, -1.27], [0.19, -0.07, 0.98], [-1.49, -0.33, 0.70]],
  "nbo_charge": [-0.529, -0.525, 0.103, -0.247, 0.020, -0.314, -0.228, 0.192, 0.163, 0.212, 0.184, 0.211, 0.230, 0.164, 0.184, 0.181],
  "total_charge": 0,
  "e_homo_ev": -8.45,
  "relative_energy_kcal_mol": 152.5,
  "gap_ev": 9.08,
  "multiplicity": 1
}

***

(2)
{
  "formula": "C3H8N2",
  "method": "wB97M-V/def2-TZVPD",
  "species": ["N", "N", "C", "C", "C", "H", "H", "H", "H", "H", "H", "H", "H"],
  "positions_angstrom": [[0.022177, -2.355215, 0.571445], [-0.909635, 0.332420, 1.733579], [0.185990, 1.010389, -0.434233], [0.763556, 1.261824, -1.741003], [-0.150366, 0.452459, 0.607478], [1.781189, 0.866895, -1.783911], [-1.812604, 0.785599, 1.677175], [-0.669430, -1.957172, 1.199930], [-0.433408, -2.540616, -0.316462], [0.683335, -1.480948, 0.366851], [-0.408072, 0.522123, 2.592078], [0.165195, 0.771957, -2.512750], [0.782071, 2.330285, -1.960178]],
  "atomic_forces_ev_per_a": [[2.06, 2.06, -0.43], [0.25, -0.66, 0.42], [0.13, -1.56, 1.47], [-0.11, 0.09, -0.34], [-0.59, 2.84, -1.26], [-0.06, 0.08, -0.06], [0.26, -0.01, 0.04], [-0.08, -0.15, -0.16], [-0.06, 0.04, 0.07], [-1.83, -2.67, 0.46], [-0.23, -0.05, -0.11], [0.12, 0.01, -0.05], [0.13, -0.04, -0.05]],
  "nbo_charge": [-1.076, -0.859, -0.054, -0.679, 0.109, 0.240, 0.392, 0.364, 0.351, 0.363, 0.391, 0.229, 0.228],
  "smiles": "CC#CN.N",
  "total_charge": 0,
  "e_homo_ev": -8.49,
  "relative_energy_kcal_mol": 77.6,
  "gap_ev": 9.19,
  "multiplicity": 1
}

***

(3)
{
  "formula": "C5H8O",
  "method": "wB97M-V/def2-TZVPD",
  "species": ["O", "C", "C", "C", "C", "C", "H", "H", "H", "H", "H", "H", "H", "H"],
  "positions_angstrom": [[-1.489827, -0.849305, 0.104296], [-1.727293, 0.538672, -0.010690], [1.473137, -0.124835, -0.119059], [0.701167, -0.828572, -0.721660], [-0.643454, -1.398556, -0.884787], [2.100166, 0.739046, 0.869712], [-1.423856, 1.059167, 0.907920], [2.487661, 1.671288, 0.454214], [-0.632186, -2.476439, -0.701285], [-1.171534, 0.989448, -0.842824], [-2.800248, 0.693620, -0.168558], [2.884643, 0.227226, 1.430006], [-1.049428, -1.222582, -1.888161], [1.291047, 0.981822, 1.570876]],
  "atomic_forces_ev_per_a": [[-0.22, -0.23, 0.07], [-0.08, 0.27, -0.11], [-0.41, -0.34, -0.21], [0.28, 0.44, 0.50], [0.03, -0.20, -0.18], [0.09, 0.10, 0.11], [-0.06, -0.19, -0.14], [0.03, -0.13, 0.01], [-0.01, 0.13, -0.10], [-0.11, -0.12, 0.11], [0.13, 0.08, 0.02], [0.01, 0.08, -0.10], [0.06, -0.01, 0.01], [0.28, 0.10, 0.01]],
  "nbo_charge": [-0.533, -0.258, 0.024, -0.072, -0.125, -0.684, 0.178, 0.233, 0.215, 0.181, 0.182, 0.236, 0.185, 0.239],
  "smiles": "CC#CCOC",
  "total_charge": 0,
  "e_homo_ev": -9.55,
  "relative_energy_kcal_mol": 67.1,
  "gap_ev": 10.54,
  "multiplicity": 1
}

***

(4)
{
  "formula": "C4H5N3",
  "method": "wB97M-V/def2-TZVPD",
  "species": ["N", "N", "N", "C", "C", "C", "C", "H", "H", "H", "H", "H"],
  "positions_angstrom": [[-1.108757, 0.391883, -0.245826], [-0.073261, 1.855593, 1.184281], [1.214940, 0.128514, 0.370561], [-0.024324, 0.748860, 0.408591], [1.264867, -0.979149, -0.306299], [-0.998381, -0.795771, -0.895242], [0.126318, -1.651719, -0.973987], [2.273946, -1.397432, -0.417847], [-1.903141, -1.145393, -1.404946], [-0.868983, 2.459092, 1.045143], [0.802786, 2.279831, 1.445192], [-0.773701, -1.845734, -0.150336]],
  "atomic_forces_ev_per_a": [[0.24, 0.29, -0.08], [-0.02, 0.11, -0.10], [-0.31, -0.03, -0.36], [0.15, 0.17, -0.10], [-0.20, -0.10, 0.23], [-0.37, 0.68, -0.57], [0.16, 0.34, 0.38], [-0.41, -0.01, 0.07], [0.09, 0.23, 0.28], [0.06, -0.08, 0.09], [-0.08, -0.13, 0.01], [0.69, -1.47, 0.14]],
  "lowdin_charge": [0.103, 0.149, 0.121, -0.458, -0.141, -0.253, -0.087, 0.100, 0.114, 0.104, 0.101, 0.146],
  "total_charge": 0,
  "e_homo_ev": -8.53,
  "relative_energy_kcal_mol": 87.1,
  "gap_ev": 8.71,
  "multiplicity": 1
}